# C27H37BClN2O14

A cluster of 4 separate species, C27H37BClN2O14 in total in a non-equilibrium geometry (ωB97M-V/def2-TZVPD, the OMol25 dataset).

Last columns: bonded neighbours and bond lengths (Å).
Element x y z (Å)
1 C -1.80268 -3.54713 1.39499  C2 1.327, H28 1.163
2 C -0.91068 -2.57803 1.55611  C1 1.327, O3 1.445
3 O 0.14450 -1.59125 1.54832  C2 1.445, C4 1.455
4 C -0.41574 -0.27545 1.81906  O3 1.455, O5 1.286, C6 1.621
5 O -0.11768 0.22306 2.96589  C4 1.286
6 C -1.30682 0.56755 0.75925  C4 1.621, C7 1.584, C20 1.609
7 C -2.88939 0.62956 0.74810  C6 1.584, C8 1.614, C12 1.603
8 C -3.78077 -0.13293 1.85729  C7 1.614, Cl9 1.871, C10 1.647, H29 1.167
9 Cl -3.21803 0.22223 3.60618  C8 1.871
10 C -5.31692 0.45633 1.79202  C8 1.647, C11 1.617, H30 1.171, H31 1.153
11 C -6.17905 0.15108 3.12597  C10 1.617, H32 1.168, H33 1.150, H34 1.169
12 C -3.54199 1.49514 -0.43257  C7 1.603, N13 1.485, H35 1.161
13 N -2.72134 2.23161 -1.42740  C12 1.485, N14 1.408, C15 1.464
14 N -3.37943 2.98893 -2.41575  N13 1.408, H36 1.050, H37 1.041
15 C -1.25799 2.21107 -1.42178  N13 1.464, B16 1.665, C20 1.579
16 B -0.51104 3.13779 -2.58543  C15 1.665, O17 1.466, C18 1.625
17 O 0.13967 4.34784 -2.07493  B16 1.466, H38 1.002
18 C -0.52356 2.76893 -4.16805  B16 1.625, C19 1.631, H39 1.155, H40 1.167
19 C -0.73831 1.16916 -4.40050  C18 1.631, H41 1.164, H42 1.167, H43 1.162
20 C -0.46124 1.38208 -0.34023  C6 1.609, C15 1.579, C21 1.633
21 C 1.17107 1.35439 -0.29575  C20 1.633, C22 1.618, H44 1.163, H45 1.166
22 C 1.81971 0.21608 -1.24506  C21 1.618, O23 1.477, H46 1.152, H47 1.167
23 O 3.07704 0.75973 -1.79719  C22 1.477, C24 1.445
24 C 4.10968 -0.24990 -1.76239  O23 1.445, O25 1.286, C26 1.637
25 O 3.83743 -1.40281 -2.26163  C24 1.286
26 C 5.58083 0.08043 -1.12494  C24 1.637, C27 1.646, H48 1.149, H49 1.168
27 C 6.19490 1.35721 -1.96353  C26 1.646, H50 1.162, H51 1.153, H52 1.166
28 H -2.25722 -4.59993 1.20389  C1 1.163
29 H -3.81046 -1.29050 1.71490  C8 1.167
30 H -5.17588 1.61869 1.75644  C10 1.171
31 H -5.84127 0.17936 0.80276  C10 1.153
32 H -5.92780 0.96153 3.92871  C11 1.168
33 H -6.07381 -0.91629 3.54044  C11 1.150
34 H -7.29520 0.35667 2.84594  C11 1.169
35 H -4.68916 1.59836 -0.57959  C12 1.161
36 H -3.45252 2.31980 -3.22183  N14 1.050
37 H -4.36287 3.08599 -2.08816  N14 1.041
38 H -0.53972 4.79943 -1.49373  O17 1.002
39 H -1.38885 3.33662 -4.67998  C18 1.155
40 H 0.46641 3.15407 -4.65243  C18 1.167
41 H -0.80152 0.90128 -5.53198  C19 1.164
42 H -1.71174 0.86301 -3.83513  C19 1.167
43 H 0.16175 0.63722 -3.89400  C19 1.162
44 H 1.57770 1.24871 0.78901  C21 1.163
45 H 1.58343 2.37674 -0.67513  C21 1.166
46 H 1.97908 -0.73652 -0.61688  C22 1.152
47 H 1.08741 -0.07008 -2.10757  C22 1.167
48 H 6.26661 -0.84092 -1.14033  C26 1.149
49 H 5.45095 0.38734 -0.00510  C26 1.168
50 H 6.60111 2.17325 -1.24233  C27 1.162
51 H 6.99259 1.01453 -2.72292  C27 1.153
52 H 5.31834 1.86193 -2.54339  C27 1.166
53 C 4.35325 -5.10226 -0.13471  C54 1.497, O58 1.419, H59 1.092, H60 1.094
54 C 4.36763 -3.61235 -0.28100  C53 1.497, O55 1.419, H61 1.093, H62 1.092
55 O 5.41787 -3.21299 0.58631  C54 1.419, C56 1.363
56 C 6.25003 -4.28369 0.72465  O55 1.363, O57 1.202, O58 1.363
57 O 7.32730 -4.24096 1.25625  C56 1.202
58 O 5.70289 -5.40751 0.18157  C53 1.419, C56 1.363
59 H 4.04534 -5.60817 -1.05186  C53 1.092
60 H 3.71303 -5.43646 0.68769  C53 1.094
61 H 4.60934 -3.29417 -1.29833  C54 1.093
62 H 3.42209 -3.15538 0.01816  C54 1.092
63 C -9.38785 -3.30792 0.59580  C64 1.497, O68 1.420, H69 1.092, H70 1.094
64 C -9.45308 -1.91032 1.12690  C63 1.497, O65 1.420, H71 1.094, H72 1.092
65 O -8.09339 -1.60597 1.40036  C64 1.420, C66 1.362
66 C -7.33625 -2.41762 0.61032  O65 1.362, O67 1.206, O68 1.361
67 O -6.14409 -2.30848 0.46759  C66 1.206
68 O -8.09879 -3.36687 0.00273  C63 1.420, C66 1.361
69 H -10.16522 -3.50950 -0.14355  C63 1.092
70 H -9.44698 -4.06031 1.38787  C63 1.094
71 H -9.83274 -1.19882 0.38729  C64 1.094
72 H -10.05776 -1.83640 2.03278  C64 1.092
73 C 6.15015 2.93805 3.14346  C74 1.497, O78 1.420, H79 1.092, H80 1.094
74 C 7.22147 1.91995 2.90467  C73 1.497, O75 1.419, H81 1.094, H82 1.092
75 O 7.38448 1.94926 1.49501  C74 1.419, C76 1.362
76 C 6.95176 3.16818 1.06822  O75 1.362, O77 1.204, O78 1.362
77 O 7.10449 3.58943 -0.04938  C76 1.204
78 O 6.32557 3.84819 2.06826  C73 1.420, C76 1.362
79 H 6.26327 3.44499 4.10363  C73 1.092
80 H 5.14472 2.50995 3.08371  C73 1.094
81 H 8.17045 2.19230 3.37618  C74 1.094
82 H 6.93147 0.92286 3.24174  C74 1.092

Properties
Net charge = +1
Total energy = -73424.8140 eV
Molar mass = 659.86 u
Strongest force on any atom = 0.1479 hartree/bohr
E_HOMO = -0.447 Ha
Gap between HOMO and LUMO = 7.28 eV


# C4H7N3

An isolated molecule of C4H7N3 (ωB97M-V/def2-TZVPD, the OMol25 dataset).

Last columns: bonded neighbours and bond lengths (Å).
Element x y z (Å)
1 C -1.69940 1.06843 0.14887  C2 1.502, H8 1.093, H9 1.089, H10 1.094
2 C -1.17011 -0.30566 0.44601  C1 1.502, N7 1.486, H11 1.092, H12 1.095
3 C 0.78620 -1.55810 0.28097  C4 1.378, N7 1.379
4 C 1.89581 -1.18450 -0.44485  C3 1.378, N5 1.358, H13 1.071
5 N 2.01669 0.16820 -0.42087  C4 1.358, N6 1.308, H14 1.011
6 N 1.03891 0.74411 0.22967  N5 1.308, N7 1.336
7 N 0.30712 -0.30728 0.60760  C2 1.486, C3 1.379, N6 1.336
8 H -2.75771 1.01232 -0.11698  C1 1.093
9 H -1.55152 1.71116 1.01505  C1 1.089
10 H -1.15815 1.49231 -0.70181  C1 1.094
11 H -1.62338 -0.80684 1.30415  C2 1.092
12 H -1.33046 -0.96336 -0.41437  C2 1.095
13 H 2.48795 -1.78941 -1.10153  C4 1.071
14 H 2.75806 0.71862 -0.83191  N5 1.011

Properties
Total energy = -8728.2053 eV
Energy relative to the best compared isomer or geometry (same formula, charge and spin) = 335.2 kJ/mol
Molar mass = 97.12 u
Strongest force on any atom = 0.0188 hartree/bohr
E_HOMO = -0.303 Ha
Gap between HOMO and LUMO = 9.12 eV


# C4H13O8

A cluster of 5 separate species, C4H13O8 in total in a non-equilibrium geometry (ωB97M-V/def2-TZVPD, the OMol25 dataset).

Last columns: bonded neighbours and bond lengths (Å).
Element x y z (Å)
1 O -0.83270 0.34402 -2.43179  C2 1.243
2 C -1.25271 -0.33950 -1.48177  O1 1.243, O3 1.259, C4 1.557
3 O -2.05257 -1.31124 -1.51143  C2 1.259
4 C -0.86707 0.15219 -0.05558  C2 1.557, C5 1.540, H9 1.082, H10 1.092
5 C 0.49497 0.86967 -0.07804  C4 1.540, C6 1.492, H11 1.092, H12 1.065
6 C 0.89621 1.23663 1.31165  C5 1.492, O7 1.364, O8 1.218
7 O 1.57240 2.42098 1.29961  C6 1.364, H13 0.955
8 O 0.63518 0.74441 2.39472  C6 1.218
9 H -0.97083 -0.51630 0.78839  C4 1.082
10 H -1.60807 0.93202 0.13410  C4 1.092
11 H 1.26487 0.18192 -0.43418  C5 1.092
12 H 0.52045 1.71241 -0.72818  C5 1.065
13 H 2.02285 2.70516 2.09220  O7 0.955
14 H 2.08699 -0.12953 -2.48630  O16 0.957
15 H 0.96146 0.39798 -3.43098  O16 0.964
16 O 1.85659 0.55861 -3.10974  H14 0.957, H15 0.964
17 H -2.29305 0.85023 3.10271  O19 0.964
18 H -1.14777 1.58330 2.52566  O19 0.973
19 O -2.05276 1.74702 2.84382  H17 0.964, H18 0.973
20 H 1.24354 -2.52781 -0.12926  O22 0.964
21 H 1.75529 -2.65658 1.30826  O22 0.960
22 O 2.00696 -2.35402 0.43310  H20 0.964, H21 0.960
23 H -1.26139 -2.78986 -0.80821  O25 0.986
24 H -0.81931 -2.58601 0.59771  O25 0.962
25 O -0.83119 -3.27997 -0.06829  H23 0.986, H24 0.962

Properties
Net charge = -1
Total energy = -20741.9413 eV
Energy relative to the best compared isomer or geometry (same formula, charge and spin) = 57.9 kJ/mol
Molar mass = 189.14 u
Strongest force on any atom = 0.0421 hartree/bohr
E_HOMO = -0.197 Ha
Gap between HOMO and LUMO = 8.22 eV


The highest molar mass belongs to which entry? C27H37BClN2O14